# 1
{
  "formula": "BrClFH2IN4",
  "method": "wB97M-V/def2-TZVPD",
  "lumo_ev": -2.3,
  "e_tot_ev": -99368.18222,
  "orbital_gap_ev": 7.3,
  "spin_multiplicity": 1,
  "e_above_lowest_ev": 1.632,
  "symbols": ["N", "N", "N", "N", "F", "Cl", "Br", "I", "H", "H"],
  "positions_angstrom": [[0.709662, -1.356645, -0.080149], [-1.454380, 2.180851, -0.450583], [1.328719, 0.839005, 0.087091], [0.642950, -0.101567, -0.182064], [2.618137, 0.565699, 0.690834], [2.045865, -2.330965, 0.555682], [-2.386486, 1.225378, 0.586325], [-2.985038, -1.158115, -0.482366], [-0.068876, -1.902249, -0.431875], [-0.450556, 2.038605, -0.292898]],
  "forces_ev_per_angstrom": [[1.19, -2.07, 0.60], [0.27, 1.16, -0.89], [0.60, 1.66, 0.20], [-0.76, 0.00, -0.37], [-0.22, -0.67, -0.06], [-0.83, 0.74, -0.42], [-0.08, -0.52, 0.49], [0.01, -0.15, 0.01], [0.07, 0.20, 0.10], [-0.26, -0.35, 0.35]]
}



# 2
{
  "formula": "C4H15N2O2",
  "method": "wB97M-V/def2-TZVPD",
  "lumo_ev": -3.5,
  "e_tot_ev": -11460.24852,
  "total_charge": 1,
  "orbital_gap_ev": 10.2,
  "spin_multiplicity": 1,
  "e_above_lowest_ev": 1.009,
  "symbols": ["C", "C", "C", "N", "C", "N", "H", "H", "H", "H", "H", "H", "H", "H", "H", "H", "H", "H", "H", "O", "H", "H", "O"],
  "positions_angstrom": [[1.988215, -1.427715, -1.659885], [2.071806, -0.565344, -0.403342], [0.866104, 0.331345, -0.144149], [0.128747, 2.526060, 1.433304], [0.686890, 2.718142, 0.254406], [1.041799, 1.728261, -0.521963], [2.726524, -2.222545, -1.742483], [1.026070, -1.951451, -1.681644], [2.020641, -0.885488, -2.611232], [3.060850, -0.118940, -0.345104], [2.004297, -1.308630, 0.383050], [0.650366, 0.253825, 0.917015], [-0.014052, -0.105686, -0.569680], [0.250669, 3.184504, 2.192439], [-0.562999, 1.807265, 1.626181], [0.960638, 3.717018, -0.037440], [1.414535, 1.930152, -1.428280], [-3.147929, -3.957938, -0.113389], [-3.923287, -4.835128, -1.096860], [-3.080559, -4.387965, -0.973552], [-2.602131, -0.429189, 2.258449], [-2.844070, 0.786930, 1.201208], [-2.247647, 0.332047, 1.798033]],
  "forces_ev_per_angstrom": [[-0.86, -0.02, -0.98], [0.10, -1.29, -0.54], [0.63, -0.51, 0.57], [-0.65, 0.25, 0.63], [0.75, -0.56, 0.14], [-0.93, 0.00, 0.48], [0.30, 0.22, 0.36], [0.01, 0.05, 0.09], [0.15, 0.21, 0.18], [-0.14, 0.53, 0.28], [0.32, 0.04, 0.48], [0.17, 0.60, 0.18], [-0.55, -0.03, -0.78], [-0.24, 0.34, -0.51], [0.38, -0.49, -0.03], [0.22, 0.25, -0.05], [0.19, 0.17, -0.39], [-0.05, -0.15, -0.11], [0.00, -0.03, 0.00], [0.05, 0.18, 0.12], [-0.63, 0.12, -0.27], [-0.69, -0.62, 0.26], [1.47, 0.72, -0.09]]
}



# 3
{
  "formula": "C31H32BrN6O8",
  "method": "wB97M-V/def2-TZVPD",
  "lumo_ev": -4.2,
  "e_tot_ev": -128012.85164,
  "total_charge": 1,
  "orbital_gap_ev": 7.8,
  "spin_multiplicity": 1,
  "e_above_lowest_ev": 6.353,
  "symbols": ["C", "C", "Br", "C", "N", "C", "N", "C", "N", "N", "C", "C", "N", "N", "H", "H", "H", "H", "H", "H", "H", "H", "H", "H", "H", "H", "H", "H", "H", "H", "C", "C", "C", "O", "C", "C", "C", "O", "H", "H", "H", "H", "C", "C", "C", "O", "C", "C", "C", "O", "H", "H", "H", "H", "C", "C", "C", "O", "C", "C", "C", "O", "H", "H", "H", "H", "C", "C", "C", "O", "C", "C", "C", "O", "H", "H", "H", "H"],
  "positions_angstrom": [[3.701237, 0.400535, 3.613955], [3.545995, 1.613345, 2.482879], [3.128532, 3.402113, 3.282264], [2.520875, 1.127855, 1.298646], [1.232463, 1.919639, 1.333491], [0.191626, 1.552054, 2.150078], [0.238092, 0.346316, 3.110930], [-1.153502, 0.496985, 3.706634], [-1.650387, -0.510818, 4.753010], [-1.969348, 1.662804, 3.187516], [-3.378161, 2.125375, 3.507475], [-3.920908, 3.294715, 2.493962], [-3.328162, 4.662444, 2.805413], [-1.132642, 2.288595, 2.275893], [3.343334, 0.873444, 4.641941], [2.969648, -0.495884, 3.401654], [4.825927, 0.066022, 3.616756], [4.616205, 1.715529, 1.977321], [3.043585, 1.298131, 0.250259], [2.312135, -0.030838, 1.375356], [1.109792, 2.758567, 0.725173], [-2.704718, -0.367219, 4.773384], [-1.530751, -1.444588, 4.256274], [-4.086080, 1.188076, 3.430026], [-3.432634, 2.547349, 4.609506], [-3.532944, 3.011200, 1.409154], [-5.088272, 3.372709, 2.477495], [-3.609740, 5.342983, 2.054870], [-3.678887, 5.024696, 3.734821], [-1.261410, 3.125718, 1.665684], [-4.261295, 2.972033, -1.887656], [-4.503791, 1.883681, -2.624550], [-5.848827, 1.277516, -2.676078], [-6.071213, 0.280200, -3.348698], [-6.915249, 1.921220, -1.883493], [-6.672752, 3.009572, -1.146599], [-5.327717, 3.615737, -1.095071], [-5.105331, 4.613053, -0.422451], [-3.280387, 3.428789, -1.838222], [-3.732400, 1.400288, -3.212005], [-7.896157, 1.464465, -1.932927], [-7.444144, 3.492965, -0.559144], [-0.480019, 2.821999, -5.237499], [-1.253792, 3.167776, -4.204038], [-0.827109, 2.923442, -2.812114], [-1.535565, 3.237783, -1.865651], [0.487706, 2.284056, -2.606563], [1.261478, 1.938279, -3.640023], [0.834795, 2.182613, -5.031948], [1.543252, 1.868272, -5.978410], [-0.778255, 2.993448, -6.264587], [-2.220469, 3.638236, -4.338275], [0.785942, 2.112607, -1.579475], [2.228156, 1.467819, -3.505786], [6.186251, -2.831999, 1.081272], [6.464962, -3.968997, 1.726160], [5.402640, -4.934228, 2.071142], [5.656556, -5.974211, 2.663149], [4.021436, -4.595279, 1.674666], [3.742724, -3.458281, 1.029779], [4.805047, -2.493051, 0.684797], [4.551130, -1.453067, 0.092789], [6.953451, -2.112915, 0.821327], [7.473059, -4.232363, 2.023141], [3.254236, -5.314363, 1.934612], [2.734628, -3.194915, 0.732797], [1.339226, -4.566496, -3.522875], [1.677848, -4.350840, -2.248060], [1.566586, -5.418557, -1.234742], [1.874407, -5.221476, -0.067301], [1.068461, -6.733509, -1.684823], [0.729839, -6.949165, -2.959638], [0.841100, -5.881449, -3.972956], [0.533280, -6.078530, -5.140397], [1.414101, -3.794089, -4.278541], [2.045556, -3.392134, -1.902387], [0.993585, -7.505917, -0.929157], [0.362130, -7.907872, -3.305311]],
  "forces_ev_per_angstrom": [[-0.60, 1.10, 0.40], [1.54, -2.37, -0.77], [0.18, -1.26, -0.60], [0.79, 0.11, -0.48], [-1.72, -0.79, 0.52], [-2.51, -1.23, 2.68], [-6.12, 5.30, -1.21], [1.12, 0.53, -1.27], [-0.64, 1.95, -4.19], [2.91, -3.39, 1.34], [-1.43, 0.53, 0.58], [0.45, 0.09, -0.93], [-0.82, -0.57, 0.21], [5.34, -1.71, -1.52], [1.12, -1.24, -2.03], [1.60, 1.80, 0.23], [-2.37, 0.58, 0.26], [-2.45, 0.07, 1.11], [-1.31, -0.19, 2.19], [0.27, 2.53, -0.01], [0.28, -1.13, 0.96], [1.63, -0.23, 0.26], [0.10, 1.35, 0.96], [1.46, 1.84, 0.08], [0.34, -0.96, -2.19], [-1.13, 0.54, 2.15], [2.13, -0.79, 0.15], [0.21, -1.03, 1.08], [0.42, -0.57, -1.58], [-0.80, -0.90, 1.38], [-0.21, -0.08, -0.14], [0.18, 0.35, 0.25], [-0.14, -0.88, -0.64], [0.16, 0.72, 0.52], [-0.17, 0.34, 0.32], [-0.31, -0.25, -0.08], [-0.07, 0.38, 0.18], [-0.01, -0.50, -0.14], [-0.52, -0.05, -0.03], [-0.02, -0.04, -0.03], [0.04, -0.01, -0.03], [0.01, 0.01, -0.02], [-0.43, 0.19, 0.16], [0.06, -0.02, -0.31], [-0.09, 0.08, 0.13], [1.29, -0.08, -0.11], [0.27, -0.14, -0.25], [-0.01, -0.01, 0.60], [0.66, -0.28, -1.06], [-0.62, 0.26, 0.91], [0.04, -0.02, 0.02], [0.02, 0.00, 0.00], [-0.02, -0.05, -0.02], [-0.01, 0.02, -0.05], [0.30, -0.23, 0.17], [0.20, 0.44, -0.19], [0.16, -0.89, 0.50], [-0.18, 0.81, -0.45], [-0.29, 0.28, -0.07], [0.05, -0.09, 0.27], [-0.10, 0.23, -0.14], [-0.01, -0.20, 0.24], [-0.02, -0.01, -0.02], [-0.04, -0.02, 0.00], [0.08, 0.04, -0.05], [0.14, -0.06, 0.04], [0.18, 0.36, 0.37], [-0.07, 0.12, -0.41], [0.11, -0.04, 0.57], [-0.50, -0.21, -0.74], [-0.11, -0.25, -0.31], [0.05, -0.16, 0.46], [-0.29, -0.27, -1.07], [0.25, 0.20, 0.94], [0.00, -0.05, -0.02], [0.02, -0.01, 0.00], [0.02, 0.04, 0.00], [0.01, 0.05, -0.02]]
}



# 4
{
  "formula": "C16H34BN2O9",
  "method": "wB97M-V/def2-TZVPD",
  "lumo_ev": -5.2,
  "e_tot_ev": -39219.39406,
  "total_charge": 1,
  "orbital_gap_ev": 5.5,
  "spin_multiplicity": 1,
  "symbols": ["O", "B", "O", "O", "C", "C", "C", "C", "N", "N", "H", "H", "H", "H", "H", "H", "C", "O", "C", "C", "O", "C", "C", "O", "C", "H", "H", "H", "H", "H", "H", "H", "H", "H", "H", "H", "H", "H", "H", "C", "O", "C", "C", "O", "C", "C", "O", "C", "H", "H", "H", "H", "H", "H", "H", "H", "H", "H", "H", "H", "H", "H"],
  "positions_angstrom": [[5.211917, -4.840125, 3.310703], [3.928843, -4.736267, 3.871883], [3.543180, -3.569491, 4.528814], [3.072964, -5.869922, 3.693984], [1.749886, -5.510400, 3.733448], [1.173239, -4.508274, 2.830399], [-0.218963, -4.145056, 2.875060], [-0.973770, -4.891417, 3.905348], [-0.274007, -5.778239, 4.634612], [0.982530, -6.112958, 4.636020], [5.045685, -5.232495, 2.430053], [4.041490, -3.421921, 5.350625], [1.850259, -4.027046, 2.087765], [-0.709586, -3.410215, 2.203369], [-2.069240, -4.757930, 4.055288], [-0.843846, -6.287395, 5.323611], [-3.025535, -0.146272, -3.662659], [-1.754988, -0.568552, -3.206121], [-1.597760, -0.376214, -1.807940], [-0.523995, -1.301443, -1.263877], [-0.985507, -2.637226, -1.048253], [-1.179384, -3.425163, -2.224081], [0.120964, -3.869366, -2.870065], [0.660039, -2.825827, -3.664674], [2.023061, -3.036537, -3.971312], [-3.177425, 0.916811, -3.454633], [-3.069972, -0.310536, -4.738655], [-3.816143, -0.740021, -3.190020], [-2.542836, -0.564638, -1.285312], [-1.297903, 0.667153, -1.646698], [-0.236420, -0.933796, -0.274398], [0.375075, -1.290993, -1.882198], [-1.831949, -2.916705, -2.934897], [-1.710275, -4.318984, -1.885419], [-0.071787, -4.726861, -3.527111], [0.837792, -4.161137, -2.090681], [2.621075, -3.071288, -3.053442], [2.367577, -2.198879, -4.575904], [2.152805, -3.962926, -4.539483], [0.722183, 5.136429, 3.045817], [0.640170, 5.356051, 1.652726], [1.173435, 4.271285, 0.906495], [0.597234, 4.257514, -0.499030], [-0.707537, 3.686622, -0.567791], [-1.768544, 4.493510, -0.058200], [-2.120732, 5.661192, -0.962264], [-1.214434, 6.734860, -0.759563], [-1.253470, 7.672813, -1.815797], [1.762915, 5.000691, 3.355759], [0.309200, 6.009031, 3.550842], [0.126889, 4.260301, 3.328446], [0.951623, 3.318743, 1.402048], [2.261497, 4.406860, 0.854451], [1.226932, 3.606724, -1.111982], [0.618737, 5.247207, -0.958086], [-1.560837, 4.819272, 0.962346], [-2.635877, 3.829496, -0.011638], [-3.128340, 6.021535, -0.718357], [-2.093924, 5.335195, -2.009607], [-0.969030, 7.197279, -2.760754], [-0.534334, 8.460756, -1.595806], [-2.250843, 8.115186, -1.903203]],
  "forces_ev_per_angstrom": [[-2.39, -0.01, -0.18], [2.37, 0.50, -0.14], [-0.16, -1.65, 0.20], [-1.90, 1.95, -0.09], [-0.95, 0.54, -0.28], [-1.05, 0.25, -0.03], [1.24, -2.26, 1.93], [1.84, 1.24, -2.09], [-2.78, 0.52, 0.25], [1.38, 0.25, -0.92], [0.83, -0.25, 0.53], [-0.08, 0.28, -0.46], [-0.66, -0.40, 0.65], [0.56, -0.64, 0.54], [1.13, -0.37, 0.15], [0.60, 0.07, -0.19], [0.21, -0.06, -0.02], [-0.17, -0.26, 0.08], [0.35, 0.13, -0.43], [-0.17, 0.09, 0.20], [0.10, -0.02, -0.03], [0.06, -0.20, 0.19], [-0.16, 0.35, -0.45], [0.11, 0.08, 0.26], [-0.21, 0.06, -0.06], [-0.12, 0.02, 0.01], [0.09, 0.03, 0.05], [-0.08, 0.11, 0.04], [0.01, -0.02, 0.05], [-0.06, 0.01, 0.25], [-0.09, -0.02, 0.00], [-0.15, 0.04, -0.19], [0.21, 0.08, -0.10], [0.07, 0.02, 0.06], [0.00, -0.18, 0.16], [-0.04, -0.06, 0.03], [0.07, -0.11, -0.02], [-0.10, -0.03, 0.00], [0.12, -0.05, 0.04], [-0.04, 0.13, -0.24], [-0.19, -0.20, 0.11], [-0.01, 0.57, -0.11], [0.03, -0.28, 0.00], [0.03, 0.12, 0.12], [-0.09, -0.15, -0.22], [0.17, 0.31, 0.37], [0.16, -0.12, -0.14], [0.02, -0.08, 0.18], [0.01, -0.07, 0.12], [0.06, 0.01, -0.08], [0.10, -0.07, 0.08], [-0.01, -0.04, -0.03], [0.06, -0.22, -0.05], [-0.06, -0.05, 0.05], [-0.01, 0.09, 0.23], [0.07, 0.22, -0.09], [0.05, -0.01, -0.10], [-0.13, -0.15, -0.12], [-0.05, -0.06, 0.03], [-0.11, 0.04, -0.08], [-0.04, -0.05, 0.08], [-0.02, 0.02, -0.13]]
}



# 5
{
  "formula": "C5H10N3O",
  "method": "wB97M-V/def2-TZVPD",
  "lumo_ev": [-3.2, -4.7],
  "e_tot_ev": -11854.36186,
  "total_charge": 1,
  "orbital_gap_ev": [6.4, 10.6],
  "spin_multiplicity": 3,
  "e_above_lowest_ev": 0.395,
  "symbols": ["C", "C", "C", "C", "C", "N", "N", "N", "O", "H", "H", "H", "H", "H", "H", "H", "H", "H", "H"],
  "positions_angstrom": [[-1.315900, -2.519897, 1.773857], [2.036706, -0.780452, -0.852519], [-0.208013, -0.066835, -1.340497], [-1.063590, 0.994500, -0.654643], [0.712800, 0.462685, 0.696990], [-0.842176, -1.526887, 2.268200], [0.953461, -0.185810, -0.460337], [-0.716205, 0.801307, 0.771033], [-1.809519, -3.298958, 1.095401], [2.857037, -0.884468, -0.169907], [2.116577, -1.139335, -1.857657], [-0.719536, -1.033387, -1.390103], [0.088040, 0.220586, -2.348608], [-0.729339, 1.993098, -0.946331], [-2.130638, 0.887775, -0.844316], [1.210001, 0.171278, 1.600505], [-0.440886, -1.446416, 3.184245], [-0.870610, 1.650376, 1.321931], [-1.236714, 0.014194, 1.227272]],
  "forces_ev_per_angstrom": [[-0.38, -0.31, -0.67], [4.92, -2.36, -0.95], [-0.04, -0.29, 0.04], [-0.12, 0.07, -1.06], [0.58, 0.87, 1.67], [0.46, 1.11, 0.79], [-5.93, 2.14, -0.40], [0.30, 0.01, 0.30], [-0.29, -0.91, -0.19], [0.17, -0.02, 0.09], [-0.04, -0.06, -0.19], [-0.08, -0.01, -0.14], [-0.03, 0.09, -0.02], [-0.10, -0.11, 0.12], [0.09, 0.01, 0.18], [0.12, -0.02, 0.36], [0.02, -0.24, 0.24], [0.07, -0.16, -0.05], [0.29, 0.19, -0.11]]
}



# 6
{
  "formula": "CH2ClP",
  "method": "wB97M-V/def2-TZVPD",
  "lumo_ev": [-2.5, -2.5],
  "e_tot_ev": -22872.90815,
  "orbital_gap_ev": [4.6, 4.5],
  "spin_multiplicity": 1,
  "e_above_lowest_ev": 6.994,
  "symbols": ["C", "P", "Cl", "H", "H"],
  "positions_angstrom": [[1.058116, 0.256451, 0.032807], [-3.492591, -0.502933, -0.035060], [-0.678490, 0.259999, 0.079097], [1.307749, -0.278493, -0.966446], [1.805218, 0.264974, 0.889602]],
  "forces_ev_per_angstrom": [[-0.41, -1.52, -1.75], [0.93, -0.13, 0.17], [0.87, 0.85, 0.40], [0.21, 1.06, 2.07], [-1.60, -0.27, -0.89]]
}